(1)
# C3H7IN2

A single C3H7IN2 molecule in a non-equilibrium geometry (ωB97M-V with the def2-TZVPD basis set, the Open Molecules 2025 dataset).

Calculated values
ΔE to the lowest compared entry with this formula, charge and spin = 82.5 kcal per mole
HOMO-LUMO gap = 0.3340 hartree
F_max = 2.82 eV Å⁻¹
Energy = -14301.753 eV

ORCA input file:
```
! RIJCOSX wB97M-V def2-TZVPD def2/J DEFGRID3
* xyz 0 1
I -3.5171 0.5732 0.4880
C 0.7605 -0.0903 -0.0030
C -1.6080 -0.4831 0.1810
H 1.3055 0.2883 -0.9018
H -1.6324 2.1283 -0.2442
H -0.0630 2.3796 0.4285
N -0.6285 0.3559 0.0680
N -0.6697 1.7704 -0.0771
C 1.1517 -1.5591 -0.1551
H 1.6841 -1.8289 0.6905
H 1.1150 0.4331 0.8332
H 1.7734 -1.7611 -0.9650
H 0.3285 -2.2063 -0.3430
*
```



(2)
# C3H7IN3O

2 unconnected molecules or ions with the total composition C3H7IN3O in a non-equilibrium geometry (ωB97M-V with the def2-TZVPD basis set, the Open Molecules 2025 dataset).

Calculated values
ΔE to the lowest compared entry with this formula, charge and spin = 90.2 kcal per mole
HOMO-LUMO gap = 0.3042 hartree
F_max = 3.12 eV Å⁻¹
Energy = -17830.794 eV

ORCA input file:
```
! RIJCOSX wB97M-V def2-TZVPD def2/J DEFGRID3
* xyz 1 1
H 0.8577 -1.3717 1.8400
H -0.8332 -0.1061 -1.6110
I -4.6516 -0.4322 0.4781
H 4.3369 -0.4835 0.0969
N -0.0436 -0.7478 0.2174
H -0.9272 -1.1745 0.7153
O -0.8808 2.2438 -1.3647
N -0.3217 0.1897 -0.8226
C 2.3788 -0.8040 0.5842
H -6.1501 -0.5864 0.3495
C 1.0896 -0.8596 0.9379
H 3.3043 0.9237 0.8055
C -0.3119 1.4930 -0.5205
H -1.2440 1.8099 -2.1962
N 3.3966 -0.0943 0.4901
*
```



- Which value of energy does entry 1 give?
  -14301.753 eV



- Which formula does entry 1 have?
  C3H7IN2



Repeat the second record exactly.
# C3H7IN3O

2 unconnected molecules or ions with the total composition C3H7IN3O in a non-equilibrium geometry (ωB97M-V with the def2-TZVPD basis set, the Open Molecules 2025 dataset).

Calculated values
ΔE to the lowest compared entry with this formula, charge and spin = 90.2 kcal per mole
HOMO-LUMO gap = 0.3042 hartree
F_max = 3.12 eV Å⁻¹
Energy = -17830.794 eV

ORCA input file:
```
! RIJCOSX wB97M-V def2-TZVPD def2/J DEFGRID3
* xyz 1 1
H 0.8577 -1.3717 1.8400
H -0.8332 -0.1061 -1.6110
I -4.6516 -0.4322 0.4781
H 4.3369 -0.4835 0.0969
N -0.0436 -0.7478 0.2174
H -0.9272 -1.1745 0.7153
O -0.8808 2.2438 -1.3647
N -0.3217 0.1897 -0.8226
C 2.3788 -0.8040 0.5842
H -6.1501 -0.5864 0.3495
C 1.0896 -0.8596 0.9379
H 3.3043 0.9237 0.8055
C -0.3119 1.4930 -0.5205
H -1.2440 1.8099 -2.1962
N 3.3966 -0.0943 0.4901
*
```